No. 1
Below is a structure of composition C40H44Br59N3O3S in a non-equilibrium geometry, with properties calculated with ωB97M-V/def2-TZVPD.

The calculation puts the gap between HOMO and LUMO at 0.260 hartree. The spin multiplicity is 1.

Cartesian coordinates (Å):
C -0.4822 -2.4565 3.8242
C -1.1551 -1.3486 4.4234
C -1.8544 0.1680 4.4903
C -3.4416 0.4473 4.0453
C -4.4548 -0.7447 3.5540
C -3.8540 -1.7345 2.3927
C -5.1264 -2.6038 1.7467
S -5.4281 -1.9368 0.0077
C -4.0407 2.0072 4.1190
C -5.6134 2.3880 3.7145
N -6.5379 1.6044 4.6264
C -6.5261 2.1133 6.0509
C -3.0865 3.2768 4.6442
N -3.5559 4.7130 4.7239
C -3.7732 5.1852 6.1444
C -2.6923 5.6598 3.9172
C -2.4304 5.2861 2.3088
O -2.1445 6.8002 4.3572
C -1.5599 2.8804 5.0880
C -0.8938 1.3848 5.0200
C 0.6521 1.4355 5.5589
O 1.7146 0.6538 5.3533
N 0.6126 2.7345 6.3913
C 0.1883 2.2686 7.7656
Br -1.3037 3.3060 8.5994
C 1.4251 2.2591 8.8812
C 2.6046 1.1701 8.5499
Br 2.1226 4.1176 9.2888
C -0.3097 3.7499 5.6925
O -0.0034 5.0488 5.6269
H 0.1383 -3.3493 3.3392
H -5.4989 -0.3430 3.1400
H -4.7443 -1.3926 4.5124
H -3.1764 -2.5582 2.9288
H -3.2492 -1.1629 1.5687
H -6.0488 -2.3771 2.4364
H -4.9186 -3.7655 1.7816
H -4.6386 -0.7779 -0.0762
H -5.7865 3.5567 3.8409
H -5.7387 2.0588 2.5823
H -7.5195 1.6625 4.2191
H -6.6328 1.1762 6.7696
H -5.5476 2.6670 6.3748
H -7.4162 2.8845 6.1771
H -4.0581 6.3426 6.0758
H -2.8353 5.0916 6.8372
H -4.7069 4.6658 6.6688
H -2.1402 4.1635 2.1468
H -3.4115 5.4796 1.6574
H -1.5831 5.9593 1.8304
H -0.1778 1.1353 7.7047
H 0.9122 1.8984 9.8961
H 3.5103 1.7081 8.0030
H 3.0606 0.7276 9.5604
H 2.2274 0.2440 7.9294
C 3.0877 -1.0705 2.3196
Br 4.8925 -1.0343 3.0446
Br 1.9049 -2.1955 3.3776
Br 2.3654 0.7206 2.0859
H 3.1521 -1.5217 1.3239
C 1.8877 0.6295 -1.9554
Br 3.6925 0.6657 -1.2304
Br 0.7049 -0.4955 -0.8974
Br 1.1654 2.4206 -2.1891
H 1.9521 0.1783 -2.9511
C 2.2532 -2.4224 -5.1444
Br 0.8252 -3.7400 -5.0485
Br 1.5742 -0.6484 -5.5635
Br 3.3437 -2.4182 -3.5335
H 2.9063 -2.7185 -5.9719
C 7.4014 -0.8374 -4.2067
Br 6.9553 -0.2573 -2.4042
Br 6.9452 -2.7055 -4.4997
Br 6.6123 0.3207 -5.5559
H 8.4884 -0.7538 -4.3096
C -2.9985 -6.1592 -5.8907
Br -1.2999 -6.8914 -6.4931
Br -2.8751 -5.4301 -4.0915
Br -3.7147 -4.8612 -7.1503
H -3.7091 -6.9914 -5.8505
C -0.1595 -3.7844 -9.0645
Br 1.0498 -2.2744 -9.2686
Br -0.6318 -4.0868 -7.2018
Br -1.7353 -3.6073 -10.1913
H 0.3795 -4.6742 -9.4062
C 6.0841 4.2354 -7.3649
Br 4.9507 3.8859 -5.8230
Br 7.9137 3.6457 -7.0669
Br 5.3381 3.4842 -8.9968
H 6.1160 5.3218 -7.4984
C 0.5977 4.2233 -6.5389
Br 2.1381 5.1521 -7.2796
Br 1.0361 2.4044 -6.0067
Br -0.2220 5.2248 -5.0865
H -0.1473 4.1518 -7.3383
C -2.1986 -0.4331 -6.3351
Br -2.6447 0.1469 -4.5327
Br -2.6548 -2.3013 -6.6281
Br -2.9877 0.7250 -7.6844
H -1.1116 -0.3495 -6.4381
C -5.0542 3.3043 -0.8940
Br -6.5920 2.2531 -1.4546
Br -4.5106 2.8788 0.9246
Br -3.5745 3.1477 -2.1472
H -5.3661 4.3540 -0.8972
C 3.4606 5.3695 0.5239
Br 2.9240 6.7080 -0.7817
Br 1.9630 4.7858 1.6195
Br 4.3745 3.8690 -0.3114
H 4.1805 5.8486 1.1956
C -4.4123 -0.1204 -11.5525
Br -2.6075 -0.0843 -10.8274
Br -5.5951 -1.2454 -10.4945
Br -5.1346 1.6707 -11.7862
H -4.3479 -0.5716 -12.5481
C 7.2797 -3.3355 5.8167
Br 8.2340 -1.7800 5.1429
Br 8.1933 -4.1452 7.3312
Br 5.4231 -2.9243 6.2268
H 7.2725 -4.0791 5.0129
C -2.2595 -9.2643 -2.0194
Br -1.0502 -7.7543 -2.2236
Br -2.7318 -9.5667 -0.1568
Br -3.8353 -9.0872 -3.1462
H -1.7205 -10.1541 -2.3611
C 8.8209 -8.0798 5.7357
Br 7.8718 -6.8337 4.5821
Br 10.3835 -7.2610 6.5552
Br 7.6432 -8.8791 7.0618
H 9.1832 -8.8930 5.0983
C -7.3967 -2.8614 -6.3819
Br -8.0567 -2.5321 -4.5818
Br -5.7173 -3.8428 -6.3688
Br -8.7342 -3.7301 -7.4957
H -7.1924 -1.8840 -6.8312
C 5.8384 4.6378 4.0835
Br 4.4105 3.3202 4.1795
Br 5.1594 6.4118 3.6645
Br 6.9289 4.6420 5.6944
H 6.4916 4.3417 3.2560
C -1.1350 -10.7656 3.7112
Br -0.1808 -9.2101 3.0374
Br -0.2215 -11.5753 5.2257
Br -2.9916 -10.3543 4.1212
H -1.1423 -11.5091 2.9074
C 7.5885 7.3845 -9.5942
Br 6.9285 7.7137 -7.7942
Br 9.2679 6.4030 -9.5812
Br 6.2510 6.5157 -10.7080
H 7.7929 8.3619 -10.0436

***

No. 2
Below is a structure of composition C40H44ClN4O7Ta in a non-equilibrium geometry, with properties calculated with ωB97M-V/def2-TZVPD.

The calculation puts the gap between HOMO and LUMO at 0.250 hartree. The net charge is +2. As for the energy above the lowest of the compared OMol25 structures with the same formula, charge and spin: 0.00 kJ/mol. The spin multiplicity is 1.

Cartesian coordinates (Å):
Ta 1.0693 -0.3977 0.4813
O 1.7243 -0.2264 2.9763
C 3.0354 0.1931 3.4456
C 3.9536 -0.9985 3.5496
C 3.9747 -1.7997 2.2487
C 4.4348 -0.9691 1.0884
C 5.7931 -0.7247 0.9201
C 6.2384 0.0404 -0.1381
C 5.3014 0.5890 -1.0034
C 3.9733 0.3284 -0.7748
N 3.5302 -0.4501 0.2347
H 1.0811 0.4362 3.2685
H 2.9284 0.6615 4.4224
H 3.4262 0.9337 2.7482
H 3.6308 -1.6562 4.3571
H 4.9493 -0.6239 3.7997
H 2.9729 -2.1532 2.0611
H 4.6259 -2.6670 2.3615
H 6.4930 -1.1532 1.6267
H 7.2972 0.2031 -0.2952
H 5.5920 1.2122 -1.8376
H 3.2203 0.7489 -1.4276
C -5.1347 -2.0765 -0.2771
O -5.7487 -1.2560 -1.2571
C -5.2465 -0.0634 -1.6551
C -6.0482 0.5826 -2.6017
C -5.6885 1.7914 -3.1553
C -4.5045 2.4155 -2.7615
C -3.7207 1.8046 -1.8116
C -4.0607 0.5642 -1.2597
N -3.1676 0.0271 -0.2737
C -1.8785 -0.2563 -0.4943
N -1.4363 -0.1323 -1.7416
C -0.2157 -0.4984 -2.3407
C 0.9688 -0.8295 -1.6739
C 2.0509 -1.2672 -2.4509
C 1.9840 -1.3101 -3.8292
C 0.8242 -0.9059 -4.4811
C -0.2718 -0.5207 -3.7417
O -1.4364 -0.1095 -4.3269
C -2.1757 -1.1407 -5.0128
N -1.0849 -0.6904 0.4962
C -1.6511 -0.8988 1.7953
C -2.4576 -1.9913 2.1021
C -2.9883 -2.1252 3.3764
C -2.7141 -1.1714 4.3528
C -1.8963 -0.0896 4.0624
C -1.3710 0.0322 2.7893
O -0.5135 1.0641 2.4507
C -1.1513 2.3588 2.3686
H -5.7592 -2.9616 -0.2077
H -5.1172 -1.5933 0.7024
H -4.1275 -2.3758 -0.5728
H -6.9685 0.0883 -2.8864
H -6.3388 2.2612 -3.8820
H -4.2124 3.3693 -3.1799
H -2.8211 2.2969 -1.4530
H -3.5056 -0.1123 0.6649
H -2.1130 0.1816 -2.4314
H 2.9649 -1.5809 -1.9655
H 2.8339 -1.6561 -4.4032
H 0.7714 -0.8902 -5.5633
H -1.7493 -1.3283 -5.9973
H -3.1919 -0.7750 -5.1199
H -2.1723 -2.0646 -4.4325
H -2.6616 -2.7332 1.3387
H -3.6132 -2.9774 3.6113
H -3.1346 -1.2732 5.3450
H -1.6630 0.6489 4.8210
H -0.3644 3.1061 2.3314
H -1.7752 2.5239 3.2442
H -1.7598 2.4143 1.4645
Cl 1.0661 8.1142 -0.3103
C 1.1054 6.4056 -0.1563
C 2.0492 5.8165 0.6778
C 2.0860 4.4408 0.7913
C 1.1796 3.6580 0.0771
C 0.2330 4.2598 -0.7531
C 0.1930 5.6349 -0.8706
C 1.1923 2.2110 0.2348
O 2.0497 1.6013 0.9544
O 0.3235 1.4553 -0.3346
H 2.7403 6.4380 1.2315
H 2.8125 3.9635 1.4373
H -0.4642 3.6419 -1.3045
H -0.5388 6.1200 -1.5019
C 2.1112 -4.0366 -0.2494
C 1.2906 -3.5783 0.9346
C -0.1014 -4.1612 0.9536
O 1.2184 -2.1271 0.9044
H 2.2330 -5.1182 -0.1991
H 3.1003 -3.5736 -0.2414
H 1.6082 -3.7806 -1.1840
H 1.8039 -3.8462 1.8571
H -0.6728 -3.7937 0.0974
H -0.6186 -3.9016 1.8752
H -0.0331 -5.2466 0.8891

***

Calculated values (eV) of electronic energy for the records, taken in order: -4196115.29049 -76551.37805.